1.
C4H4O3 | wB97M-V/def2-TZVPD

frontier orbital gap	8.876	eV
charge	0
SMILES string	CC(=O)C(=O)C=O

The geometry in XYZ format:
```
11
Properties=species:S:1:pos:R:3:mulliken_charge:R:1
C -1.6369 0.2614 -0.4761 -1.074
C -0.3656 -0.5330 -0.4241 0.745
O -0.0393 -1.3934 -1.2075 -0.499
C 0.5869 -0.2630 0.7467 0.434
O 0.2547 -0.3908 1.9017 -0.487
C 2.0085 0.1691 0.3921 0.008
O 2.2540 0.6960 -0.6628 -0.422
H -2.0948 0.3188 0.5159 0.346
H -2.3256 -0.1828 -1.1971 0.297
H -1.3932 1.2844 -0.7899 0.300
H 2.7514 0.0332 1.2012 0.353
```

***

2.
C4H4O3 | wB97M-V/def2-TZVPD

frontier orbital gap	10.462	eV
charge	0
SMILES string	O=CC1(C=O)CO1

The geometry in XYZ format:
```
11
Properties=species:S:1:pos:R:3:mulliken_charge:R:1
O 1.5222 -1.7484 0.1255 -0.436
C 0.8339 -1.0829 -0.6020 -0.193
C 0.0469 0.1282 -0.1363 1.033
C -1.4213 -0.0705 -0.3746 -0.169
O -1.9067 -1.1712 -0.2665 -0.451
C 0.5590 0.9898 0.9324 -0.494
O 0.5881 1.4063 -0.4271 -0.458
H 0.7020 -1.3238 -1.6750 0.332
H -2.0063 0.8121 -0.6987 0.352
H -0.1297 1.5318 1.5798 0.255
H 1.5265 0.7394 1.3660 0.229
```

***

3.
C4H4O3S | wB97M-V/def2-TZVPD

frontier orbital gap	8.398	eV
charge	0

The geometry in XYZ format:
```
12
Properties=species:S:1:pos:R:3:mulliken_charge:R:1
C -0.3142 0.3482 0.8230 -0.006
C 1.0587 0.3936 1.4326 -0.517
C -1.0714 -0.5793 -0.1809 -0.402
C -0.4448 0.6273 -0.6480 -0.073
O 1.2183 -1.4589 -0.0403 -0.481
O 0.7200 0.5804 -1.4551 -0.362
O 2.0910 0.4889 0.6338 -0.076
S 1.8327 -0.3954 -0.7302 0.591
H -0.9552 0.8833 1.5269 0.463
H -2.1877 -0.6952 -0.0907 0.244
H -0.8543 -1.6190 -0.2782 0.256
H -1.0932 1.4261 -0.9928 0.364
```

***

4.
C4H4O4 | wB97M-V/def2-TZVPD

frontier orbital gap	8.467	eV
charge	0
SMILES string	COC(=O)C(=O)C=O

The geometry in XYZ format:
```
12
Properties=species:S:1:pos:R:3:mulliken_charge:R:1
C 2.0422 0.0600 0.2398 -0.601
O 0.8778 -0.4954 -0.3803 -0.282
C -0.1425 0.3548 -0.5625 0.605
O -0.1109 1.5696 -0.4859 -0.546
C -1.3538 -0.3839 -1.0184 0.421
O -2.1344 -0.4273 -1.9000 -0.417
C -1.8809 -0.3674 0.6774 0.050
O -1.4205 -0.9946 1.5737 -0.391
H 1.7857 0.4615 1.2265 0.294
H 2.4540 0.8555 -0.3901 0.280
H 2.7535 -0.7616 0.3214 0.244
H -2.8702 0.1287 0.6984 0.342
```

***

5.
C4H4O5 | wB97M-V/def2-TZVPD

frontier orbital gap	9.815	eV
charge	0
SMILES string	O=C(O)C(=O)O.C=C=O

The geometry in XYZ format:
```
13
Properties=species:S:1:pos:R:3:mulliken_charge:R:1
O 0.4289 -2.0957 0.0731 -0.576
C -0.1666 -1.2351 -0.5290 0.600
O -0.1212 -1.0713 -1.8467 -0.426
C -1.0404 -0.1841 0.1976 0.644
O -2.1408 0.1043 -0.2100 -0.529
O -0.7444 -0.2345 1.5955 -0.574
H 0.4500 -1.7480 -2.2489 0.369
H -0.2782 -1.0634 1.8154 0.366
C 0.3019 1.5194 -0.1693 -1.195
C 1.1200 1.2441 0.8567 0.975
O 1.9556 0.9876 1.6060 -0.309
H -0.4954 2.2227 0.0178 0.331
H 0.7307 1.5539 -1.1583 0.322
```

***

6.
C4H4O5S | wB97M-V/def2-TZVPD

frontier orbital gap	7.500	eV
charge	-2

The geometry in XYZ format:
```
14
Properties=species:S:1:pos:R:3:mulliken_charge:R:1
C -0.6086 1.2852 0.1101 -0.528
C 0.7513 0.6966 -0.1243 0.043
C 2.6430 -1.0346 -0.0470 0.335
C 1.1636 -0.5536 0.1538 -0.442
O 2.8338 -2.2500 -0.1641 -0.732
O -1.5373 0.5492 0.8521 -0.430
O 3.4518 -0.0917 -0.0610 -0.731
O -3.0207 -0.2459 -1.2731 -0.616
O -3.6482 -0.9874 1.0199 -0.634
S -2.5095 -0.8009 0.0039 0.530
H -0.5316 2.1864 0.6492 0.286
H -1.1823 1.3102 -0.8714 0.207
H 1.5706 1.3394 -0.5715 0.291
H 0.6239 -1.4029 0.3236 0.421
```

***

7.
C4H4O5Sc | wB97M-V/def2-TZVPD

frontier orbital gap (spin up / spin down)	6.602 / 7.087	eV
charge	0
2S+1	2
⟨S²⟩	0.752

The geometry in XYZ format:
```
14
Properties=species:S:1:pos:R:3:mulliken_charge:R:1
O -2.9207 -1.8038 0.5896 -0.641
C -1.7471 -1.6098 0.2475 0.907
O -0.7586 -2.3620 0.5435 -0.655
O -1.5232 -0.5444 -0.5494 -0.336
C -0.2342 -0.3618 -1.2336 -0.202
H -0.4504 -0.6000 -2.2919 0.267
C 0.0996 1.1199 -1.1586 -0.884
H -0.7981 1.7637 -1.0952 0.286
H 0.7405 1.3622 -0.2960 0.107
H 0.6500 1.4138 -2.0671 0.305
C 1.9449 1.1805 2.5199 0.773
O 2.7861 0.5944 1.9779 -0.411
O 1.1060 1.7433 3.0882 -0.343
Sc 1.1054 -1.8961 -0.2748 0.826
```

***

8.
C4H4OS | wB97M-V/def2-TZVPD

frontier orbital gap	7.540	eV
charge	0
SMILES string	O=C/C=C/C=S

The geometry in XYZ format:
```
10
Properties=species:S:1:pos:R:3:mulliken_charge:R:1
O -3.1053 0.3320 -0.0291 -0.470
C -2.3233 -0.5951 0.0326 -0.035
C -0.8131 -0.4862 0.0128 -0.276
C -0.2001 0.7101 -0.0088 0.013
C 1.2941 0.8141 0.0340 -0.304
S 2.4433 -0.3624 -0.0155 -0.204
H -2.6421 -1.6465 0.1132 0.315
H -0.1774 -1.3670 -0.0823 0.332
H -0.7110 1.6394 -0.1650 0.340
H 1.5342 1.8593 0.1918 0.288
```

***

9.
C4H4OS | wB97M-V/def2-TZVPD

frontier orbital gap	8.221	eV
charge	0
SMILES string	CC(=S)C=C=O

The geometry in XYZ format:
```
10
Properties=species:S:1:pos:R:3:mulliken_charge:R:1
C -0.3280 -0.4868 0.0697 -0.976
C 1.1764 -0.5897 -0.1530 0.358
S 1.8720 -2.1265 -0.1269 -0.251
C 1.9386 0.6277 -0.4076 -0.788
C 3.1541 0.9006 0.0119 0.688
O 4.2125 1.2088 0.3124 -0.276
H -0.3104 -0.9492 1.1057 0.284
H -0.9450 -1.1860 -0.6032 0.280
H -0.5497 0.5384 0.1938 0.362
H 1.3689 1.4852 -0.6201 0.318
```

***

10.
C4H4OS | wB97M-V/def2-TZVPD

frontier orbital gap	8.335	eV
charge	0
SMILES string	C#CC(=S)OC

The geometry in XYZ format:
```
10
Properties=species:S:1:pos:R:3:mulliken_charge:R:1
C -0.1375 2.2421 -0.0605 0.084
C -0.5204 1.0973 0.0193 -0.523
C -1.2283 -0.1819 -0.0514 0.315
S -2.9073 -0.2741 -0.0053 -0.237
O -0.4841 -1.2356 -0.0660 -0.304
C 0.9362 -1.2444 -0.0079 -0.671
H 0.4038 3.1560 0.0436 0.432
H 1.2850 -0.5619 -0.7540 0.348
H 1.3203 -0.7470 0.9206 0.307
H 1.3324 -2.2505 -0.0383 0.251
```

***

In order of appearance, E_tot = -10353.950, -10352.852, -21184.292, -12399.950, -14448.569, -25284.633, -35149.397, -17093.545, -17093.721, -17092.317 eV.
In order of appearance, relative energy (zero: lowest compared OMol25 entry of this formula, charge and spin) = 1.2623, 2.3601, 6.4188, 3.3542, 1.4007, 0.1533, 0.4159, 1.5998, 1.4240, 2.8285 eV.